<1>
Computed, not measured: a cluster of 6 separate species, H12O6 in total, with wB97M-V/def2-TZVPD.

```
! RIJCOSX wB97M-V def2-TZVPD def2/J DEFGRID3
* xyz 0 1
O -1.4237 0.3750 2.8611
H -1.3338 0.5738 1.9312
H -2.3365 0.3731 3.0294
O 1.9810 0.0221 2.5666
H 1.2667 -0.5416 2.7948
H 1.5328 0.9120 2.4779
O -1.8092 -0.1519 -0.0247
H -2.6286 -0.6288 0.2535
H -1.5418 -0.4117 -0.8847
O 1.7235 0.1281 -2.7071
H 2.6195 0.3139 -2.8572
H 1.7541 -0.2140 -1.8115
O -1.2472 -0.1166 -2.5971
H -1.7163 0.6740 -2.9368
H -0.3428 0.0721 -2.9101
O 1.3093 -0.7251 0.0374
H 1.7637 -0.2911 0.8576
H 0.4290 -0.3632 -0.0804
*
```

## Properties
* structure (SMILES): O.O.O.O.O.O
* Kohn-Sham gap: 11.68 eV
* HOMO: -11.13 eV
* E_LUMO: 0.0203 Eh

<2>
Computed, not measured: a cluster of 6 separate species, H12O6 in total, with wB97M-V/def2-TZVPD.

```
! RIJCOSX wB97M-V def2-TZVPD def2/J DEFGRID3
* xyz 0 1
O -2.9192 3.1695 0.4805
H -3.1708 2.2591 0.3254
H -3.1528 3.6242 -0.3288
O -1.5411 -2.1892 1.1018
H -1.2224 -1.3071 0.9106
H -0.9651 -2.7664 0.6005
O -0.6530 -1.2837 -2.2784
H -0.5515 -0.6872 -1.5366
H -1.2826 -0.8476 -2.8525
O 2.1155 -0.5981 1.6145
H 2.1399 -1.1802 2.3740
H 3.0217 -0.3103 1.5035
O -0.1838 0.2604 0.2529
H -0.7115 0.8592 0.7813
H 0.3054 -0.2567 0.8928
O 3.1709 0.7150 -1.2234
H 2.3864 0.5002 -0.7187
H 3.2139 0.0389 -1.8995
*
```

## Properties
* structure (SMILES): O.O.O.O.O.O
* Kohn-Sham gap: 11.42 eV
* HOMO: -11.17 eV
* E_LUMO: 0.0091 Eh

Least stable = <2>

<1>
Computed, not measured: the molecule C3H8N2S, with wB97M-V/def2-TZVPD.

```
! RIJCOSX wB97M-V def2-TZVPD def2/J DEFGRID3
* xyz 0 1
C 0.1980 1.5948 -0.4125
C -0.6793 0.3102 -0.4069
N -1.3527 0.1053 0.8693
C 0.3245 -0.7487 -0.9016
N 0.8930 -1.6608 -0.2779
S 0.9863 -1.6134 1.4446
H -0.3343 2.4937 -0.2537
H 0.6235 1.5994 -1.4353
H 1.0531 1.5559 0.2810
H -1.4374 0.3933 -1.1777
H -0.6953 0.2852 1.6995
H -1.7540 -0.8418 0.8973
H 0.4648 -0.7418 -1.9846
H 1.7097 -2.7312 1.6584
*
```

## Properties
* structure (SMILES): C[C@H](N)/C=N\S
* Kohn-Sham gap: 9.44 eV
* HOMO: -8.67 eV
* E_LUMO: 0.0283 Eh

<2>
Computed, not measured: a structure of composition C3H8N2S, with wB97M-V/def2-TZVPD.

```
! RIJCOSX wB97M-V def2-TZVPD def2/J DEFGRID3
* xyz 0 1
C -2.2559 1.1193 -0.4160
C -1.8766 0.0738 0.5813
C 0.7390 -0.0087 0.2938
H -2.7581 1.9945 0.4675
H -3.3453 0.9040 -1.3343
H -1.2378 1.5508 -1.2275
H -2.7987 -0.6536 0.7303
H -1.3882 0.4327 1.5760
H 0.3923 0.3505 1.3732
H 3.6428 0.5223 -0.2652
H 2.8972 1.1923 0.9262
N 1.8217 -0.0967 -0.2899
N 2.7277 0.7009 -0.0312
S -0.4305 -1.1019 -0.1721
*
```

## Properties
* Kohn-Sham gap: 8.51 eV
* HOMO: -7.54 eV
* E_LUMO: 0.0358 Eh

Least stable = <2>

<1>
Computed, not measured: the molecule C3H8N2S, with wB97M-V/def2-TZVPD.

```
! RIJCOSX wB97M-V def2-TZVPD def2/J DEFGRID3
* xyz 0 1
C -2.4204 -0.6627 -0.1281
N -0.9551 -0.9949 -0.0850
C 0.0374 -0.1317 0.1306
S -0.3047 1.5095 0.0394
C 1.4703 -0.7614 0.4786
N 2.5772 -0.2821 -0.3603
H -2.9438 -1.5759 -0.2386
H -2.7727 -0.1501 0.7909
H -2.6013 0.0806 -0.9572
H -0.6958 -1.9634 -0.1721
H 1.6814 -0.5356 1.5357
H 1.4370 -1.7815 0.3926
H 2.4089 -0.6613 -1.2919
H 2.4819 0.7093 -0.4595
*
```

## Properties
* structure (SMILES): CNC(=S)CN
* Kohn-Sham gap: 9.05 eV
* HOMO: -8.30 eV
* E_LUMO: 0.0276 Eh

<2>
Computed, not measured: the molecule C3H8N2S, with wB97M-V/def2-TZVPD.

```
! RIJCOSX wB97M-V def2-TZVPD def2/J DEFGRID3
* xyz 0 1
C -2.3578 1.2188 0.0188
C -2.2765 -0.2896 -0.2842
N -1.1364 -1.0353 0.3010
N 0.0916 -0.6529 -0.2350
C 1.0764 -0.0094 0.4608
S 2.5649 0.3003 -0.1418
H -2.5335 1.4642 1.0758
H -3.1462 1.6694 -0.5536
H -1.4147 1.6686 -0.2639
H -3.1489 -0.8326 0.0043
H -2.1582 -0.4777 -1.3636
H -1.0965 -0.9808 1.3196
H 0.3009 -1.2195 -1.0802
H 0.8193 0.2017 1.4963
*
```

## Properties
* structure (SMILES): CCNNC=S
* Kohn-Sham gap: 9.12 eV
* HOMO: -8.44 eV
* E_LUMO: 0.0253 Eh

Least stable = <2>

<1>
Computed, not measured: a cluster of 2 separate species, C5H13NSi in total, with wB97M-V/def2-TZVPD.

```
! RIJCOSX wB97M-V def2-TZVPD def2/J DEFGRID3
* xyz 0 1
C 1.3136 -2.5904 -1.6518
C 0.9446 -2.4071 -0.3465
C 0.6428 1.0988 1.6578
C -0.0486 1.6537 -1.1785
C -0.3681 -2.4647 0.2107
N -2.0283 1.8502 0.9908
Si -0.6867 0.8933 0.3794
H 2.2990 -2.5353 -1.9317
H 0.4209 -2.8128 -2.2828
H 1.7273 -2.2209 0.3642
H 1.3831 0.4005 1.5344
H 0.8690 2.1822 1.6330
H 0.1932 1.0003 2.7000
H -0.0878 2.8272 -1.2037
H 1.0495 1.5704 -0.9606
H -0.2522 1.2380 -2.0971
H -0.8326 -2.5417 1.2150
H -1.0727 -2.5937 -0.5791
H -2.3128 1.5579 1.8676
H -2.7240 2.2421 0.3670
*
```

## Properties
* Kohn-Sham gap (alpha / beta): 6.39 / 7.68 eV
* HOMO (alpha / beta): -6.52 / -7.60 eV
* E_LUMO (alpha / beta): -0.0047 / 0.0031 Eh

<2>
Computed, not measured: a cluster of 2 separate species, C5H13NSi in total, with wB97M-V/def2-TZVPD.

```
! RIJCOSX wB97M-V def2-TZVPD def2/J DEFGRID3
* xyz 0 1
C -1.8580 -0.4370 0.0737
C -0.7651 0.2654 0.4110
C -2.3585 -1.5413 -0.8267
C -0.7988 1.2794 1.5410
C 2.4596 0.3067 0.6253
N 1.3147 -0.9740 -1.5609
Si 0.9034 0.2347 -0.3974
H -2.6043 -0.1390 0.7606
H -3.1309 -1.1026 -1.4717
H -1.5895 -1.8728 -1.4524
H -2.8210 -2.4633 -0.1850
H -1.8009 1.5936 1.8812
H -0.0684 1.0662 2.3006
H -0.2856 2.1119 1.0171
H 3.0785 1.1932 0.5572
H 1.9114 0.4312 1.6022
H 3.0744 -0.5887 0.6463
H 1.9215 -1.6388 -1.1160
H 1.3506 -0.7932 -2.6327
H 0.9843 2.3492 -1.2211
*
```

## Properties
* Kohn-Sham gap: 9.02 eV
* HOMO: -8.38 eV
* E_LUMO: 0.0235 Eh

Least stable = <1>